# 1
A structure of composition C27H42N5O5OsS, computed with the ωB97M-V functional and the def2-TZVPD basis.

Each line ends with the Löwdin charge.
Atoms and positions in Å:
Os: -0.47169 -0.13133 -0.02725  1.407
N: -1.81967 -1.69933 0.41088  -0.085
C: -1.59031 -2.20127 1.79549  -0.160
C: -1.35706 -1.00657 2.69337  -0.125
N: -0.32191 -0.08063 2.10816  -0.156
C: 1.05698 -0.23417 2.65062  -0.135
C: 1.73569 -1.31016 1.85053  -0.152
N: 1.47625 -0.97645 0.42341  -0.104
H: -2.76548 -1.31907 0.34699  0.128
H: -1.80252 -2.47794 -0.24643  0.094
H: -0.73322 -2.87146 1.76745  0.119
H: -2.44680 -2.77483 2.14985  0.146
H: -1.05259 -1.31641 3.69257  0.145
H: -2.27729 -0.43119 2.78649  0.136
H: -0.62995 0.86399 2.33538  0.134
H: 1.02670 -0.45788 3.71648  0.146
H: 1.56605 0.72102 2.51497  0.135
H: 1.32244 -2.29585 2.05451  0.123
H: 2.80667 -1.35080 2.04660  0.147
H: 1.69311 -1.77472 -0.16947  0.070
H: 2.10993 -0.22846 0.13314  0.093
O: -2.01160 1.08016 0.61022  -0.132
C: -2.42831 1.35263 -0.59805  -0.523
O: -1.73477 0.69545 -1.46119  -0.140
C: -3.47480 2.25827 -0.90956  -0.163
C: -4.12973 2.93152 0.13280  0.017
C: -5.16173 3.81848 -0.12247  0.062
C: -5.51005 3.99030 -1.44991  -0.181
O: -6.46174 4.77310 -1.93796  0.102
C: -6.49134 4.57823 -3.36896  -0.046
O: -5.40375 3.69542 -3.67519  0.070
C: -4.85822 3.32083 -2.50019  -0.193
C: -3.83878 2.45156 -2.27054  0.098
H: -3.82701 2.74944 1.15528  0.128
H: -5.68266 4.34264 0.66543  0.141
H: -6.34125 5.53560 -3.86078  0.153
H: -7.43676 4.11393 -3.64243  0.154
H: -3.34298 1.92426 -3.07308  0.141
C: 0.91493 -3.48758 -4.76324  -0.064
C: -0.09897 -2.36074 -4.84381  -0.224
N: 0.48311 -1.04997 -4.48864  0.051
C: 0.57791 -0.51654 -3.28801  -0.632
S: -0.01972 -1.47171 -1.93960  0.813
N: 1.10948 0.67955 -3.10434  0.040
C: 1.60412 1.55860 -4.17598  -0.192
C: 3.01035 1.20533 -4.63820  -0.052
H: 0.44355 -4.42129 -5.06697  0.094
H: 1.29472 -3.61435 -3.74870  0.064
H: 1.75797 -3.30823 -5.43011  0.088
H: -0.95600 -2.53392 -4.19543  0.094
H: -0.48105 -2.25068 -5.85698  0.133
H: 0.92820 -0.54903 -5.24523  0.145
H: 1.18991 0.99890 -2.15105  0.072
H: 1.57211 2.57122 -3.77556  0.122
H: 0.88623 1.53432 -4.99902  0.128
H: 3.72474 1.30046 -3.82063  0.076
H: 3.31689 1.88194 -5.43466  0.096
H: 3.07720 0.18692 -5.02378  0.078
C: 3.69394 7.25613 -1.70377  -0.006
C: 2.86899 6.06058 -1.36553  -0.187
C: 3.47188 4.81987 -1.11840  0.027
C: 2.73655 3.69971 -0.81338  -0.163
C: 3.47239 2.42226 -0.51827  -0.017
C: 1.31008 3.81771 -0.75091  -0.102
C: 0.45565 2.74372 -0.45903  -0.111
O: 0.80891 1.52874 -0.31012  -0.233
C: 0.68265 5.08610 -0.98760  -0.165
C: -0.81058 5.28097 -0.91716  -0.021
C: 1.47616 6.16607 -1.29382  0.028
H: 4.75367 7.08424 -1.53357  0.093
H: 3.37335 8.12211 -1.12388  0.105
H: 3.55252 7.51225 -2.75720  0.111
H: 4.55189 4.75081 -1.15625  0.133
H: 4.54560 2.59423 -0.55527  0.098
H: 3.23640 1.63272 -1.23556  0.067
H: 3.22504 2.05252 0.47941  0.085
H: -0.60546 2.97315 -0.36246  0.111
H: -1.34486 4.64983 -1.63094  0.089
H: -1.05740 6.31432 -1.14693  0.095
H: -1.19912 5.07094 0.08172  0.099
H: 1.01544 7.12933 -1.47478  0.138

Computed properties:
**Spin multiplicity**: 1
**Highest occupied orbital energy**: -15.358 eV
**E_LUMO**: -8.8233 eV
**Calculated total energy**: -59649.58750 eV
**Total charge**: +3
**Orbital gap**: 6.53 eV
**Energy above the lowest of the compared OMol25 structures with the same formula, charge and spin**: 0.00 kcal/mol

***

# 2
A cluster of 15 separate species, C27H43Cl42N3O3P in total at a distorted geometry, computed with the ωB97M-V functional and the def2-TZVPD basis.

Each line ends with the Löwdin charge.
Atoms and positions in Å:
C: 2.48983 -0.03439 2.86805  -0.107
C: 1.97287 -1.47746 2.75991  -0.247
C: 0.51279 -1.62474 2.34293  -0.208
C: 0.23070 -1.41134 0.85245  -0.166
C: 0.33215 0.06903 0.45273  -0.167
N: 1.34358 0.40719 -0.59913  -0.231
P: 1.81622 2.24576 -0.28035  0.927
N: 1.94662 2.85767 -1.81463  -0.117
O: 0.31838 2.75454 0.03496  -0.255
C: 2.65716 -0.32448 -0.50795  -0.132
C: 2.73004 -1.22834 -1.72859  -0.290
C: 4.13926 -1.74183 -1.99352  -0.089
C: 4.41112 -3.00211 -1.17631  -0.164
O: 4.07921 -4.14825 -1.95494  0.015
C: 2.96305 -4.82907 -1.57489  -0.433
C: 2.76840 -5.14064 -0.11651  -0.002
O: 2.10075 -5.19673 -2.42210  0.018
C: 2.08211 -0.32117 -2.76499  -0.079
C: 0.85035 0.06783 -1.97864  -0.349
N: -0.04302 1.06685 -2.51458  0.086
H: 3.12183 0.08706 3.74092  0.039
H: 1.67021 0.66895 2.98104  0.038
H: 3.08223 0.27776 2.01290  0.050
H: 2.07720 -1.93680 3.73640  0.031
H: 2.59902 -2.07058 2.08775  0.097
H: -0.11305 -0.96187 2.93570  0.087
H: 0.18753 -2.63798 2.58541  0.076
H: -0.78163 -1.75354 0.64635  0.077
H: 0.88210 -2.05364 0.26308  0.088
H: -0.62383 0.43473 0.09087  0.095
H: 0.55527 0.64851 1.34039  0.080
H: 1.18734 2.63358 -2.44989  0.036
H: 2.85212 2.71435 -2.23475  0.045
H: 0.38715 3.30050 0.82114  0.046
H: 2.76419 -0.88598 0.40946  0.095
H: 3.45679 0.41138 -0.57979  0.103
H: 2.04955 -2.07843 -1.64141  0.136
H: 4.26654 -1.96723 -3.04627  0.136
H: 4.86779 -1.00127 -1.66399  0.126
H: 3.80506 -2.96968 -0.27095  0.104
H: 5.44588 -3.06619 -0.85196  0.136
H: 2.10480 -4.39711 0.32182  0.068
H: 3.66466 -5.19857 0.49223  0.100
H: 2.25011 -6.09272 -0.06777  0.041
H: 2.75468 0.50653 -2.99536  0.123
H: 1.81038 -0.78964 -3.70475  0.110
H: 0.32217 -0.88749 -1.87769  0.146
H: -0.10255 0.96506 -3.51436  0.098
H: -0.97168 0.96973 -2.13589  0.099
C: 1.43582 6.42849 -2.13920  -1.561
Cl: 0.04250 7.48195 -2.33419  0.529
Cl: 2.82841 7.02616 -3.03602  0.545
Cl: 1.83755 6.22643 -0.42919  0.522
H: 1.18206 5.45209 -2.52651  -0.016
C: -0.76277 -5.41801 -1.14034  -1.494
Cl: -0.57069 -5.74491 0.58433  0.522
Cl: -1.82542 -6.59179 -1.89779  0.584
Cl: -1.36917 -3.76519 -1.39168  0.537
H: 0.21137 -5.47893 -1.61255  -0.031
C: 1.47831 2.90254 5.73664  -1.495
Cl: 0.62259 1.75090 6.74409  0.510
Cl: 3.10770 2.34780 5.35846  0.561
Cl: 0.56753 3.20921 4.23820  0.505
H: 1.55635 3.84379 6.26247  0.020
C: -3.60478 3.03101 8.46796  -1.554
Cl: -2.20246 4.08265 8.25050  0.513
Cl: -3.22594 1.36350 8.03107  0.505
Cl: -4.21437 3.13239 10.11467  0.545
H: -4.38115 3.37708 7.80023  0.009
C: -2.83872 9.33783 -4.92792  -1.543
Cl: -2.69810 9.20625 -3.17374  0.504
Cl: -3.44195 7.83714 -5.62633  0.533
Cl: -3.87165 10.69704 -5.36494  0.557
H: -1.85303 9.52383 -5.33030  0.014
C: 0.98477 -3.25976 6.60549  -1.508
Cl: 0.87537 -3.96523 4.98673  0.552
Cl: 1.22226 -1.50929 6.49046  0.522
Cl: -0.44007 -3.63798 7.56069  0.554
H: 1.84618 -3.68685 7.09891  0.016
C: -3.33385 -3.97920 3.56334  -1.514
Cl: -2.91122 -2.61215 4.58759  0.519
Cl: -3.56351 -3.45293 1.89207  0.500
Cl: -2.10421 -5.23867 3.64829  0.504
H: -4.26697 -4.39477 3.91652  0.020
C: -5.00827 -4.28702 -1.73089  -1.564
Cl: -5.05073 -3.18087 -3.11096  0.506
Cl: -5.85454 -3.59573 -0.34736  0.512
Cl: -5.67232 -5.85632 -2.16644  0.543
H: -3.97260 -4.42903 -1.45130  -0.071
C: -0.80870 -2.78970 -5.69689  -1.542
Cl: 0.25834 -3.47972 -4.47408  0.547
Cl: -2.36303 -2.44542 -4.95457  0.491
Cl: -0.10963 -1.33960 -6.43637  0.515
H: -0.95412 -3.52173 -6.47871  -0.006
C: -5.29864 13.13152 -2.73917  -1.572
Cl: -4.53145 12.56093 -1.25627  0.514
Cl: -7.04925 13.21107 -2.55517  0.530
Cl: -4.64056 14.69080 -3.23056  0.528
H: -5.07575 12.41715 -3.51747  -0.053
C: -2.95194 1.45155 3.74779  -1.527
Cl: -1.91942 0.61835 4.90073  0.471
Cl: -2.80860 0.73933 2.12848  0.547
Cl: -4.62918 1.44879 4.27580  0.557
H: -2.61947 2.47885 3.68555  0.003
C: -4.03299 -1.73675 -9.06273  -1.544
Cl: -4.19583 -0.68036 -7.65860  0.513
Cl: -2.76924 -2.95017 -8.81530  0.528
Cl: -5.56389 -2.50727 -9.45037  0.546
H: -3.73856 -1.12706 -9.90489  0.012
C: 0.80434 -9.89569 1.00631  -1.545
Cl: 1.30096 -8.88387 -0.35862  0.526
Cl: -0.34115 -9.04469 2.04364  0.515
Cl: 0.12854 -11.41461 0.43630  0.548
H: 1.68529 -10.11691 1.59163  0.011
C: 5.17476 4.71000 1.00445  -1.560
Cl: 6.61993 5.54152 1.55366  0.563
Cl: 5.57146 3.46386 -0.18613  0.499
Cl: 4.29135 4.00722 2.36538  0.488
H: 4.53274 5.43142 0.52060  -0.030

Computed properties:
**Spin multiplicity**: 1
**Highest occupied orbital energy**: -12.064 eV
**E_LUMO**: -2.0427 eV
**Calculated total energy**: -574535.35218 eV
**Total charge**: +1
**Orbital gap**: 10.02 eV